Entry from the Open Molecules 2025 dataset: a 3-piece molecular cluster, C4H7NO3 overall (ωB97M-V/def2-TZVPD).

Results
E: -11891.16167 eV
Spin multiplicity: 1
SMILES string: O=C=O.CC=O.C=N
LUMO level: 0.0147 Eh

Last columns: bonded neighbours and bond lengths (Å).
Cartesian coordinates (Å):
1 O -4.494 2.413 -0.828  C2 1.159
2 C -4.766 3.052 0.099  O1 1.159, O3 1.118
3 O -4.878 3.829 0.896  C2 1.118
4 C -0.059 -0.214 2.022  C5 1.481, H7 1.013, H8 1.077, H9 1.067
5 C 1.128 -0.512 1.187  C4 1.481, O6 1.189, H10 1.176
6 O 1.508 -1.564 0.782  C5 1.189
7 H -0.250 0.772 2.151  C4 1.013
8 H -0.918 -0.718 1.610  C4 1.077
9 H -0.105 -0.691 2.975  C4 1.067
10 H 1.823 0.434 1.139  C5 1.176
11 C -2.095 4.790 1.824  N12 1.252, H13 1.127, H14 1.117
12 N -2.078 3.572 1.540  C11 1.252, H15 1.028
13 H -1.931 5.580 1.037  C11 1.127
14 H -2.677 5.191 2.690  C11 1.117
15 H -1.525 2.714 1.661  N12 1.028

Population analysis type natural (NBO), resulting atomic charges in e: number 1, O, carries -0.53; number 2, C, carries 1.02; number 3, O, carries -0.49; number 4, C, carries -0.74; number 5, C, carries 0.46; number 6, O, carries -0.50; number 7, H, carries 0.21; number 8, H, carries 0.24; number 9, H, carries 0.25; number 10, H, carries 0.08; number 11, C, carries 0.09; number 12, N, carries -0.77; number 13, H, carries 0.12; number 14, H, carries 0.13; number 15, H, carries 0.43